No. 1
Computed, not measured: the molecule C3H2Br2P2 at a distorted geometry, with ωB97M-V with the def2-TZVPD basis set.

Calculated values
energy relative to the best compared isomer or geometry (same formula, charge and spin): 2.6965 eV
<S²>: 2.10
spin multiplicity: 3
HOMO energy (alpha / beta): -8.22 / -8.16 eV

Geometry as XYZ:
```
9
Properties=species:S:1:pos:R:3:forces:R:3:mulliken_spin:R:1
Br 4.928939 0.145166 -1.369242 -1.2840 -0.0514 0.1361 0.13
Br 2.789825 2.510645 0.507558 -0.1896 -0.9269 -0.5248 0.12
P 0.392265 -1.196895 -0.591612 -2.7586 0.3499 -0.4892 -0.15
P 1.134215 -2.706921 -1.617632 0.3265 0.4961 0.3851 0.57
C 2.261362 0.778712 -0.317673 -1.1791 0.5304 1.3893 -0.19
C 0.918341 0.342676 -0.025578 3.9374 -1.6609 -1.9270 0.48
C 3.095108 0.025325 -1.003826 2.0074 -0.3215 -0.4538 1.02
H -1.100278 -0.850628 -0.628247 1.7861 -0.7655 0.2687 -0.01
H 0.240568 1.047369 0.183992 -2.6461 2.3499 1.2156 0.03
```
Forces are in eV/Å.

No. 2
Computed, not measured: a cluster of 2 separate species, C3H2BrClF2 in total at a distorted geometry, with ωB97M-V with the def2-TZVPD basis set.

Calculated values
energy relative to the best compared isomer or geometry (same formula, charge and spin): 1.8951 eV
SMILES: FC1(F)C=C1Cl.Br
HOMO energy: -10.48 eV

Geometry as XYZ:
```
9
Properties=species:S:1:pos:R:3:forces:R:3:lowdin_charge:R:1
Br -2.155073 -1.363259 -3.454445 -0.2586 -0.3147 -0.0026 0.32
Cl -1.450847 -1.237449 1.523926 -0.7662 -0.1699 0.1804 0.77
F 2.015646 -0.104290 1.954729 -0.2666 0.8378 -0.4712 0.05
F 0.926091 1.818753 1.889476 0.0978 -0.3017 -0.3414 0.09
C 0.519086 0.190925 0.038326 -0.1381 1.9302 -0.9511 0.07
C -0.258079 -0.214403 1.019420 2.2823 0.6510 -0.0780 -0.61
C 0.972676 0.579493 1.343350 -1.0504 -1.9033 1.5682 -0.49
H 0.681462 0.624929 -0.951943 -0.1587 -1.0468 0.0885 0.12
H -1.250962 -0.294699 -3.362839 0.2584 0.3174 0.0070 -0.32
```
Forces are in eV/Å.

No. 3
Computed, not measured: a cluster of 2 separate species, C3H2BrClN2 in total at a distorted geometry, with ωB97M-V with the def2-TZVPD basis set.

Calculated values
energy relative to the best compared isomer or geometry (same formula, charge and spin): 3.6121 eV
HOMO energy (alpha / beta): -9.36 / -9.50 eV

Geometry as XYZ:
```
9
Properties=species:S:1:pos:R:3:forces:R:3:lowdin_charge:R:1
Br -3.097163 0.033628 -0.125440 -0.0527 -0.1121 0.0364 0.11
Cl -0.705011 2.485629 -0.181986 0.5306 -1.2907 0.2184 0.59
N 0.159699 0.020433 -0.917004 0.1533 -1.3675 -0.5489 -0.06
N 0.738177 -1.081166 -0.460935 1.4443 -1.6712 -0.5931 0.03
C -0.077090 0.851458 0.060121 -0.6299 1.7829 2.8976 -0.82
C 0.381739 0.179702 1.233750 -1.2520 3.6748 -0.3380 0.04
C 0.979039 -0.954315 0.865587 1.4347 -1.5821 -0.9551 -0.19
H -0.126393 0.045233 -1.885451 0.0212 0.1459 0.1457 0.16
H 1.747002 -1.580605 1.411357 -1.6496 0.4200 -0.8631 0.13
```
Forces are in eV/Å.

No. 4
Computed, not measured: a structure of composition C3H2BrI2O2 at a distorted geometry, with ωB97M-V with the def2-TZVPD basis set.

Calculated values
energy relative to the best compared isomer or geometry (same formula, charge and spin): 0.0000 eV
net charge: -1
HOMO energy: -4.72 eV

Geometry as XYZ:
```
10
Properties=species:S:1:pos:R:3:forces:R:3:lowdin_charge:R:1
I -3.105868 1.253671 -0.426987 -0.2470 -0.1625 -0.1624 0.73
I -1.895945 -2.077526 0.020316 0.1499 0.1858 -0.5090 0.76
Br 0.249115 2.306691 0.250907 0.4316 0.2916 -0.0473 0.60
O -1.436499 1.360175 2.417319 -0.5682 1.3031 -0.2802 -0.13
O -1.443150 -0.825866 2.700805 -0.2596 -1.2014 -0.1357 -0.12
C -1.527611 0.204323 2.048396 0.8055 -0.3238 -0.3029 -0.90
C -0.210630 0.494513 -0.219206 1.6640 -2.6099 0.0724 -0.80
C -1.555086 0.003511 0.360981 0.4128 0.8500 1.4123 -1.30
H 0.661733 -0.274499 0.230064 -2.2644 2.2028 -1.3104 0.12
H -0.172941 0.538509 -1.344594 -0.1245 -0.5357 1.2632 0.04
```
Forces are in eV/Å.

No. 5
Computed, not measured: a structure of composition C3H2BrNO2 at a distorted geometry, with ωB97M-V with the def2-TZVPD basis set.

Calculated values
energy relative to the best compared isomer or geometry (same formula, charge and spin): 2.6410 eV
HOMO energy: -9.76 eV

Geometry as XYZ:
```
9
Properties=species:S:1:pos:R:3:forces:R:3:lowdin_charge:R:1
Br 2.775074 4.113517 -1.169149 -0.8527 -2.3131 0.0794 0.71
O 2.174833 2.189705 -1.331904 0.7674 1.5334 0.3044 -0.34
O -0.542624 1.017161 1.910867 -2.2346 -1.0826 2.9300 0.18
N 0.849966 2.288509 0.603107 1.5640 3.5884 2.0616 0.18
C 1.387224 1.734271 -0.395874 -1.2889 0.6555 -2.0901 -0.53
C 0.105385 1.199898 0.982075 1.2028 -0.1905 -4.6036 -0.47
C 0.599855 0.455344 -0.382674 1.3375 -1.7240 1.8967 0.05
H 0.023537 0.059337 -1.220019 0.0931 0.2565 0.2550 0.11
H 1.343889 -0.239250 0.052062 -0.5885 -0.7234 -0.8333 0.12
```
Forces are in eV/Å.

No. 6
Computed, not measured: a cluster of 2 separate species, C3H2BrO2S in total at a distorted geometry, with ωB97M-V with the def2-TZVPD basis set.

Calculated values
energy relative to the best compared isomer or geometry (same formula, charge and spin): 0.2460 eV
net charge: -1
HOMO energy: -4.28 eV

Geometry as XYZ:
```
9
Properties=species:S:1:pos:R:3:forces:R:3:lowdin_charge:R:1
Br 2.473117 -1.594799 1.087577 -0.0143 0.0440 0.0426 0.26
S -0.206344 2.430274 -0.792772 -0.6743 -0.3848 -0.2576 0.74
O -1.356395 2.853812 -0.003368 0.5325 -0.2562 -0.1785 -0.53
O -0.466550 2.374985 -2.226774 0.2403 -0.0951 0.6352 -0.53
C -0.300401 -1.434378 -0.212380 0.8361 0.5317 1.0174 -0.19
C 0.441314 -1.063670 0.964096 -0.6392 -0.3844 -0.7683 -0.69
C -0.010912 -0.138376 -0.109673 -0.2073 0.5587 -0.2782 -0.15
H -0.704164 -2.291951 -0.701788 -0.2394 -0.1223 -0.3284 0.06
H 0.130335 -1.135896 1.995082 0.1656 0.1084 0.1158 0.03
```
Forces are in eV/Å.

No. 7
Computed, not measured: the ion C3H2BrO2S with charge -1 at a distorted geometry, with ωB97M-V with the def2-TZVPD basis set.

Calculated values
energy relative to the best compared isomer or geometry (same formula, charge and spin): 3.1821 eV
net charge: -1
HOMO energy (alpha / beta): -4.17 / -4.42 eV

Geometry as XYZ:
```
9
Properties=species:S:1:pos:R:3:forces:R:3:lowdin_charge:R:1
Br -0.133113 -0.879355 -3.281631 0.7309 -0.4922 0.0943 0.19
S -0.910140 0.925175 -2.036034 -1.5055 1.7021 0.3535 0.19
O -2.186436 0.406695 -1.647781 -0.8900 -0.9869 0.7704 -0.43
O -0.997022 1.896335 -3.067579 0.6659 0.9443 -1.6923 -0.45
C 0.081117 0.827616 0.346394 0.9027 -2.4278 1.1185 -0.42
C -0.334092 -0.525627 0.452733 0.4048 1.7748 0.8716 0.08
C -0.138805 1.723805 -0.670068 0.4273 -0.8073 -0.2240 -0.19
H -0.224718 -1.346267 -0.220924 -0.0427 -0.2197 -0.8532 -0.03
H 0.613021 1.118511 1.278774 -0.6934 0.5129 -0.4387 0.07
```
Forces are in eV/Å.

No. 8
Computed, not measured: a structure of composition C3H2CdO2 at a distorted geometry, with ωB97M-V with the def2-TZVPD basis set.

Calculated values
energy relative to the best compared isomer or geometry (same formula, charge and spin): 4.1910 eV
net charge: +1
<S²>: 0.76
spin multiplicity: 2
HOMO energy (alpha / beta): -13.39 / -14.56 eV

Geometry as XYZ:
```
8
Properties=species:S:1:pos:R:3:forces:R:3:mulliken_spin:R:1
Cd -0.298439 1.944655 -2.109407 0.1243 1.6912 -1.7880 0.75
O 1.774959 -1.160521 0.155472 -1.8528 0.8313 -0.9195 0.02
O -1.502757 0.278510 0.331730 0.4165 1.0912 -2.5888 0.04
C 0.577929 -1.018174 0.037351 1.8864 -1.4546 4.1315 -0.02
C -0.182007 0.246004 0.818041 2.7315 -1.1681 -3.0118 0.02
C -0.494954 0.679446 -0.547563 -3.0832 -1.3724 4.6991 0.18
H -0.078282 -1.851978 -0.303791 -0.0998 0.7770 -0.4152 0.00
H 0.203550 0.882057 1.618169 -0.1228 -0.3957 -0.1073 0.00
```
Forces are in eV/Å.